This record from the OMol25 dataset describes a structure of composition C37H39BIrN10O9S2 at a distorted geometry. The level of theory is ωB97M-V/def2-TZVPD.

```
99
Properties=species:S:1:pos:R:3
Ir -0.2525 -0.5229 0.4331
C 4.0392 -1.9067 2.4136
C 2.6431 -2.4630 2.1501
C 2.5498 -3.9443 2.4940
C 1.6052 -1.6714 2.8679
C 1.6133 -1.4880 4.2537
C 0.5079 -0.7169 4.5261
N -0.1130 -0.4586 3.3724
N 0.5410 -1.0344 2.3554
B -1.4107 0.3120 3.1638
N -1.1115 1.6189 2.4198
C -1.4222 2.8529 2.8533
C -0.9892 3.7533 1.9135
C -0.3946 2.9837 0.9006
N -0.4872 1.7014 1.2377
C 0.2803 3.6320 -0.2707
C 1.6682 4.1177 0.1729
C 0.3716 2.7937 -1.5382
N -2.3318 -0.6344 2.3579
C -3.5303 -1.0555 2.7667
C -3.9857 -2.0038 1.8809
C -2.9814 -2.1248 0.9171
N -1.9894 -1.2731 1.2219
C -3.0618 -3.1031 -0.2167
C -1.8240 -3.9801 -0.3352
C -3.3700 -2.4217 -1.5526
H 4.7591 -2.3650 1.7410
H 4.3455 -2.1250 3.4343
H 4.0499 -0.8300 2.2762
H 2.4495 -2.3592 1.0578
H 2.6934 -4.1034 3.5610
H 3.3116 -4.4996 1.9526
H 1.5819 -4.3549 2.2212
H 2.3374 -1.8705 4.9419
H 0.1358 -0.3481 5.4613
H -1.9251 0.5516 4.2023
H -1.9319 3.0171 3.7830
H -1.0838 4.8197 1.9283
H -0.3174 4.5237 -0.5007
H 2.2944 3.2754 0.4520
H 1.5796 4.7777 1.0330
H 2.1505 4.6609 -0.6371
H 0.8750 1.8537 -1.3457
H 0.9373 3.3363 -2.2928
H -0.6211 2.5931 -1.9320
H -3.9892 -0.6513 3.6442
H -4.9100 -2.5425 1.9154
H -3.9059 -3.7588 0.0288
H -0.9739 -3.3882 -0.6889
H -1.9831 -4.7728 -1.0622
H -1.5504 -4.4312 0.6157
H -2.4607 -2.0337 -1.9971
H -4.0766 -1.6056 -1.4174
H -3.7983 -3.1465 -2.2386
O -5.2609 2.4346 -5.2058
N -5.2855 2.4060 -3.9754
O -6.2185 2.8919 -3.3151
C -4.2048 1.7936 -3.3221
C -3.2126 1.2267 -4.1230
C -2.1111 0.5788 -3.5807
C -1.1289 -0.0008 -4.4270
C -0.0817 -0.6568 -3.8569
C -0.0058 -0.7354 -2.4618
N -0.8934 -0.1966 -1.6328
C -1.9431 0.4689 -2.1620
C -2.9435 1.0794 -1.3260
N -2.8041 1.0215 -0.0094
C -3.6836 1.5642 0.8060
C -4.8201 2.2126 0.3428
C -5.0106 2.2934 -1.0157
C -4.0801 1.7369 -1.9029
H -3.3264 1.2944 -5.1925
H -1.2397 0.0854 -5.4963
H 0.6863 -1.1283 -4.4456
H 0.8221 -1.2625 -2.0152
H -3.4897 1.4969 1.8623
H -5.5249 2.6420 1.0359
H -5.8798 2.7898 -1.4293
O 0.6675 -5.3627 -1.5976
S 1.2722 -5.0816 -0.3257
O 2.6917 -5.2542 -0.2054
O 0.4753 -5.3563 0.8467
S 1.1558 -2.8892 -0.4337
O 2.3663 0.9215 1.6669
C 2.4846 0.6488 0.4810
O 1.5888 0.0850 -0.2419
C 3.7644 0.9701 -0.2539
C 4.8885 1.3347 0.4842
C 6.0710 1.6405 -0.1579
C 6.1130 1.6049 -1.5466
C 4.9942 1.2569 -2.2951
C 3.8212 0.9312 -1.6438
N 7.3379 1.9502 -2.2241
O 7.3076 2.0397 -3.4338
O 8.3246 2.1345 -1.5433
H 4.8132 1.3828 1.5596
H 6.9578 1.9166 0.3911
H 5.0656 1.2496 -3.3716
H 2.9412 0.6546 -2.2031
```

## Properties
HOMO energy (alpha / beta) ... -5.5 / -8.5 eV
2S+1 ... 6
Orbital gap (alpha / beta) ... 4.52 / 3.50 eV
Strongest force on any atom ... 0.0468 Eh/bohr

This record from the OMol25 dataset describes a cluster of 7 separate species, C40H58Br2N8O17P2S2 in total at a distorted geometry. The level of theory is ωB97M-V/def2-TZVPD.

```
129
Properties=species:S:1:pos:R:3
C -1.4139 6.0345 -6.4783
C -1.5320 4.5060 -6.5037
C -0.2124 3.7987 -6.8604
C -0.2063 3.1327 -8.2467
C -0.8973 1.7698 -8.2797
C 0.0464 0.6139 -7.9353
C -0.6257 -0.7498 -8.0264
C 0.2997 -1.9629 -7.8315
C 1.2846 -1.8578 -6.6498
C 0.9653 -2.8231 -5.4791
C 1.5202 -2.2323 -4.1722
C 0.9241 -2.7804 -2.8913
C 1.8063 -3.3301 -1.9531
C 1.3546 -3.8253 -0.7483
C -0.0046 -3.7983 -0.4270
C -0.8967 -3.2554 -1.3373
C -0.4392 -2.7484 -2.5539
P -1.6743 -2.0045 -3.7021
O -3.1096 -2.5252 -3.0504
Br -1.5974 0.2150 -3.3028
C -0.4229 -4.3292 0.9025
O -1.4031 -5.0225 1.0371
C 0.5172 -3.9588 2.0274
C 1.8647 -3.9982 1.6984
C 2.8004 -3.6448 2.6531
C 2.3874 -3.2511 3.9164
P 3.8152 -2.7824 4.9720
O 5.0996 -2.9713 4.2590
C 1.0233 -3.1957 4.2780
C 0.5745 -2.7208 5.6491
C 1.1716 -3.5136 6.8496
C 2.0310 -2.6939 7.8367
S 1.0497 -2.0290 9.2137
C 2.1679 -0.9281 10.0024
S 1.9228 -0.3775 11.4948
N 3.3355 -0.5692 9.2905
C 3.4807 0.3233 8.2488
C 4.7861 0.3321 7.8654
N 5.4840 -0.5533 8.6876
C 4.6037 -1.0473 9.5103
C 0.0802 -3.5665 3.2971
C -1.4121 -3.5406 3.5671
C -2.0514 -2.2226 3.1182
O -3.1408 -1.9001 3.3828
Br -0.9209 -0.9993 2.0478
C 2.2598 -4.3869 0.3023
O 3.2250 -5.0616 0.0673
H -0.4918 6.3708 -5.9985
H -1.4540 6.4747 -7.4772
H -2.2319 6.4759 -5.9028
H -1.8213 4.1979 -5.4951
H -2.3477 4.2486 -7.1834
H 0.5662 4.5693 -6.8840
H 0.1047 3.0937 -6.0876
H 0.8245 3.0914 -8.6064
H -0.7528 3.7997 -8.9229
H -1.2966 1.6066 -9.2874
H -1.7471 1.7165 -7.5920
H 0.9925 0.6748 -8.4802
H 0.3092 0.7710 -6.8799
H -1.0277 -0.8322 -9.0461
H -1.5035 -0.8188 -7.3782
H -0.3513 -2.8295 -7.6764
H 0.8652 -2.1919 -8.7370
H 1.3854 -0.8539 -6.2402
H 2.2720 -2.1371 -7.0298
H 1.4411 -3.7813 -5.6885
H -0.1070 -2.9969 -5.4565
H 2.5863 -2.4701 -4.1586
H 1.4565 -1.1398 -4.1361
H 2.8636 -3.3657 -2.1881
H -1.9487 -3.2379 -1.0751
H -3.6093 -1.7305 -2.8107
H 3.8545 -3.6498 2.3974
H 3.6147 -1.4108 5.2547
H 3.8319 -3.5555 6.1449
H -0.5039 -2.7178 5.7714
H 0.8811 -1.6700 5.7488
H 1.8202 -4.2828 6.4335
H 0.3788 -3.9750 7.4404
H 2.5196 -1.8590 7.3337
H 2.7973 -3.3600 8.2344
H 2.6790 0.9000 7.8204
H 5.1964 0.9508 7.0836
H 4.9057 -1.7537 10.2703
H -1.6514 -3.6650 4.6188
H -1.9392 -4.3199 3.0199
C -0.7196 -7.1488 -2.7720
N -0.1956 -6.6289 -4.0654
O -0.7080 -7.0311 -5.0875
O 0.7154 -5.8295 -3.9998
H -1.5229 -7.8453 -2.9811
H 0.1033 -7.6415 -2.2624
H -1.0785 -6.2969 -2.1998
C -1.6000 2.7317 0.7339
N -1.1797 2.5996 -0.6854
O -0.2042 3.2229 -1.0497
O -1.8487 1.8696 -1.3929
H -0.9154 3.4091 1.2330
H -2.6122 3.1288 0.7371
H -1.5671 1.7421 1.1813
C 4.1923 4.1893 4.6474
N 4.7808 3.3060 5.6919
O 5.7282 3.7203 6.3214
O 4.2609 2.2155 5.8423
H 4.7520 5.1172 4.6160
H 4.2640 3.6617 3.7011
H 3.1608 4.3647 4.9176
C -0.1676 1.3954 4.3438
N 1.0097 1.9435 5.0550
O 1.5301 2.9596 4.6431
O 1.3812 1.3118 6.0214
H -0.4082 2.0371 3.5041
H 0.1067 0.4036 4.0048
H -0.9909 1.3577 5.0516
C -3.4210 6.3192 -0.8940
N -4.2593 6.1709 0.3275
O -4.2216 5.1093 0.9231
O -4.9295 7.1255 0.6441
H -2.8803 5.3944 -1.0588
H -4.0927 6.5327 -1.7212
H -2.7383 7.1457 -0.7218
C -8.3306 6.6323 0.0319
N -7.9014 6.5086 -1.3889
O -6.9312 7.1486 -1.7426
O -8.5539 5.7731 -2.0968
H -7.6579 7.3153 0.5375
H -9.3479 7.0120 0.0343
H -8.2830 5.6421 0.4750
```

## Properties
HOMO energy ... -8.6 eV
SMILES ... CCCCCCCCCCCc1cc2c(cc1P(O)Br)C(=O)c1c(cc([PH2]=O)c(CCCSC(=S)n3ccnc3)c1CC(=O)Br)C2=O.C[N+](=O)[O-].C[N+](=O)[O-].C[N+](=O)[O-].C[N+](=O)[O-].C[N+](=O)[O-].C[N+](=O)[O-]
Orbital gap ... 7.31 eV
Strongest force on any atom ... 0.0326 Eh/bohr

This record from the OMol25 dataset describes the molecule C4H6N2O. The level of theory is ωB97M-V/def2-TZVPD.

```
13
Properties=species:S:1:pos:R:3
C 0.8785 1.7410 -0.5937
C 0.3686 0.4244 -0.0970
C -0.0030 -0.7176 -0.7713
C -0.6956 -1.4752 0.1995
O -1.3554 -2.6291 -0.0306
N -0.7020 -0.9071 1.3875
N -0.0668 0.2711 1.1797
H 0.9457 2.4662 0.2232
H 0.1604 2.1390 -1.3191
H 1.8509 1.6769 -1.0886
H 0.1720 -0.9677 -1.8073
H -1.8731 -2.8056 0.7684
H 0.2837 0.7633 1.9856
```

## Properties
HOMO energy ... -8.8 eV
SMILES ... Cc1cc(O)n[nH]1
Orbital gap ... 9.73 eV
Strongest force on any atom ... 0.0065 Eh/bohr

This record from the OMol25 dataset describes a structure of composition C30H49BBaN6O3P. The level of theory is ωB97M-V/def2-TZVPD.

```
91
Properties=species:S:1:pos:R:3
Ba 0.6921 -0.1490 -0.8134
C -0.3961 -3.5793 0.7358
C -1.5502 -2.6578 0.5115
C -2.7920 -2.6444 1.1492
C -3.4706 -1.5717 0.5895
C -4.8430 -1.0737 0.8949
N -2.6615 -1.0017 -0.3229
N -1.4737 -1.6677 -0.3740
B -2.9931 0.2126 -1.2403
N -2.4910 1.5510 -0.6315
N -1.1735 1.8180 -0.4151
C -1.1003 3.0661 0.0269
C 0.2176 3.6897 0.3453
C -2.3777 3.6311 0.1109
C -3.2320 2.6388 -0.3241
C -4.7153 2.7041 -0.4814
N -2.4092 0.0127 -2.6485
N -1.0821 0.1489 -2.9242
C -0.9627 0.0714 -4.2465
C 0.3580 0.2254 -4.9267
C -2.2131 -0.1253 -4.8414
C -3.1064 -0.1575 -3.7902
C -4.5875 -0.3328 -3.8371
H -0.7354 -4.5429 1.1127
H 0.3022 -3.1654 1.4691
H 0.1385 -3.7578 -0.1979
H -3.1617 -3.3281 1.8950
H -5.3020 -1.7105 1.6485
H -5.4773 -1.0739 0.0088
H -4.8154 -0.0535 1.2817
H -4.1793 0.2921 -1.3259
H 1.0208 2.9559 0.2701
H 0.2308 4.0858 1.3620
H 0.4396 4.5129 -0.3351
H -2.6495 4.6238 0.4273
H -5.0752 3.6687 -0.1296
H -5.2199 1.9216 0.0843
H -5.0049 2.5913 -1.5265
H 1.1067 0.6128 -4.2333
H 0.2823 0.9299 -5.7546
H 0.7155 -0.7212 -5.3367
H -2.4383 -0.2191 -5.8902
H -4.8960 -0.5347 -4.8607
H -5.1075 0.5619 -3.4939
H -4.9092 -1.1650 -3.2108
C 1.3534 -3.4864 -2.8647
C 2.3338 -2.5350 -2.2321
C 2.7983 -2.7306 -0.9342
C 3.6902 -1.8370 -0.3363
C 4.2738 -2.1404 1.0149
C 4.0817 -0.7058 -1.0503
C 3.6489 -0.4877 -2.3581
C 4.1615 0.6834 -3.1514
C 2.7785 -1.4136 -2.9346
H 1.5580 -3.6069 -3.9279
H 0.3279 -3.1137 -2.7722
H 1.3942 -4.4671 -2.3929
H 2.4973 -3.6188 -0.3900
H 5.0778 -2.8721 0.9140
H 3.5284 -2.5567 1.6907
H 4.6976 -1.2480 1.4744
H 4.7897 -0.0146 -0.6074
H 3.4075 1.0661 -3.8396
H 5.0208 0.3805 -3.7523
H 4.4867 1.4962 -2.5023
H 2.4603 -1.2758 -3.9604
C 2.7933 1.0932 5.9387
C 1.7596 0.1911 5.3106
O 1.4204 0.6915 3.9959
P 1.5929 -0.2768 2.7131
O 2.0564 0.8653 1.6047
C 3.3396 1.4953 1.8309
C 3.1919 2.8727 2.4383
O 0.0887 -0.4611 2.1491
C -1.0300 0.4152 2.5046
C -1.7451 -0.1233 3.7192
H 3.0205 0.7503 6.9485
H 2.4236 2.1166 6.0004
H 3.7180 1.0892 5.3601
H 0.8409 0.1715 5.8964
H 2.1287 -0.8347 5.2236
H 3.8358 1.5475 0.8619
H 3.9409 0.8499 2.4804
H 2.6679 3.5438 1.7609
H 4.1821 3.2907 2.6289
H 2.6471 2.8273 3.3788
H -1.6826 0.4093 1.6355
H -0.6551 1.4265 2.6576
H -2.0741 -1.1461 3.5386
H -2.6238 0.4905 3.9238
H -1.1055 -0.1047 4.6010
```

## Properties
HOMO energy ... -10.9 eV
Total charge ... +1
Orbital gap ... 8.81 eV
Strongest force on any atom ... 0.0057 Eh/bohr

This record from the OMol25 dataset describes a cluster of 2 separate species, C4H12S in total at a distorted geometry. The level of theory is ωB97M-V/def2-TZVPD.

```
17
Properties=species:S:1:pos:R:3
C 1.6490 -1.1573 2.3199
C 1.1651 -0.6516 0.9554
S -0.1373 -1.6761 0.1889
H 0.8214 -1.5514 2.9101
H 2.0471 -0.3335 2.9143
H 2.3996 -1.9299 2.1936
H 0.8142 0.3715 0.9472
H 2.0364 -0.7017 0.3044
H 0.6415 -2.3060 -0.7265
C -0.5094 2.4615 -1.6345
C -2.0246 2.4864 -1.8162
H -0.1693 1.5558 -1.1391
H -0.1602 3.3685 -1.1537
H -0.0407 2.4311 -2.6243
H -2.5906 1.9429 -1.0592
H -2.3959 3.4833 -2.0018
H -2.2758 1.7999 -2.6338
```

## Properties
HOMO energy ... -9.1 eV
SMILES ... CCS.CC
Orbital gap ... 9.99 eV
Strongest force on any atom ... 0.0314 Eh/bohr

This record from the OMol25 dataset describes the molecule C3H7N3O. The level of theory is ωB97M-V/def2-TZVPD.

```
14
Properties=species:S:1:pos:R:3
C 1.6211 -0.6045 0.0125
N 0.3831 0.0727 0.4071
C 0.1193 1.4304 -0.2251
O 0.9121 2.3368 -0.2575
N -1.0941 1.1127 -0.6301
C -1.0756 -0.4546 -0.0663
N -1.8050 -0.8264 0.9355
H 1.6033 -0.7486 -1.0689
H 1.6995 -1.5741 0.5077
H 2.4768 0.0201 0.2794
H 0.2737 0.1199 1.4237
H -1.7730 1.7458 -1.0298
H -0.9163 -1.0382 -0.9815
H -2.4248 -1.5919 0.6933
```

## Properties
HOMO energy ... -8.3 eV
Orbital gap ... 9.11 eV
Strongest force on any atom ... 0.0097 Eh/bohr

This record from the OMol25 dataset describes a cluster of 4 separate species, C20H42FNO16P3 in total at a distorted geometry. The level of theory is ωB97M-V/def2-TZVPD.

```
83
Properties=species:S:1:pos:R:3
C 1.8183 -0.1162 3.3298
C 2.8371 -0.4422 2.1388
F 3.6518 -1.5665 2.5409
C 2.1495 -0.7692 0.7247
O 0.7946 -0.2496 0.5661
C -0.1341 -1.2698 0.2526
O -0.2165 -1.8217 -0.8817
C -1.2159 -1.7679 1.3431
C -1.5999 -3.2544 1.5766
O -1.0008 -4.2671 0.7610
C -2.6627 -3.6024 2.6811
N -3.2923 -2.6218 3.5254
C -2.9598 -1.2345 3.3228
C -1.9563 -0.7038 2.2527
C -1.6831 0.8801 2.0768
C -3.0738 1.6941 2.1800
O -3.2428 2.4897 0.9548
H 2.4742 0.1543 4.2467
H 1.1808 0.8307 3.1416
H 1.1764 -1.0059 3.6645
H 3.4858 0.5040 1.9903
H 2.8142 -0.2750 -0.0830
H 2.1780 -1.8925 0.5224
H -1.5285 -4.2458 -0.0822
H -2.9615 -4.7038 2.8491
H -3.9742 -2.8392 4.2689
H -3.4734 -0.4521 3.9987
H -0.8780 1.2303 2.8038
H -1.3040 1.0494 0.9967
H -3.0173 2.3722 3.0974
H -3.9994 1.0203 2.2562
H -4.2202 2.6555 0.9221
C -9.0522 4.5160 5.4633
O -8.2603 3.3384 5.3567
P -6.9735 3.3166 4.4013
O -6.0403 2.1941 4.6550
O -6.3300 4.7700 4.5638
C -5.7735 5.1078 5.8291
O -7.5906 3.3689 2.9250
C -7.9236 2.1361 2.2984
H -8.9534 4.8998 6.4807
H -8.7454 5.2910 4.7596
H -10.0961 4.2643 5.2816
H -5.6607 4.2329 6.4733
H -6.4279 5.8319 6.3192
H -4.7958 5.5620 5.6666
H -8.9876 2.1382 2.0588
H -7.7052 1.2751 2.9338
H -7.3513 2.0478 1.3730
C 1.1919 1.7339 -5.5081
O 1.1162 1.1151 -4.2293
P 2.2857 0.1337 -3.7388
O 2.2828 -0.1431 -2.2849
O 3.6260 0.8086 -4.2890
C 4.0118 2.0603 -3.7333
O 2.1279 -1.1527 -4.6767
C 1.2498 -2.1872 -4.2456
H 1.3020 2.8098 -5.3581
H 2.0332 1.3696 -6.0994
H 0.2675 1.5469 -6.0528
H 3.4470 2.2980 -2.8290
H 3.8436 2.8423 -4.4769
H 5.0744 2.0185 -3.4921
H 0.4735 -2.3276 -4.9990
H 0.7774 -1.9585 -3.2879
H 1.8209 -3.1121 -4.1468
C 5.0023 -1.7677 -4.2304
O 6.4149 -1.6164 -4.1696
P 7.3541 -2.8990 -3.9478
O 8.7792 -2.6751 -4.2702
O 6.6494 -4.0611 -4.7908
C 6.6308 -3.9290 -6.2062
O 7.0558 -3.3389 -2.4377
C 7.8359 -2.7459 -1.4065
H 4.6778 -1.5144 -5.2412
H 4.6807 -2.7846 -3.9978
H 4.5387 -1.0805 -3.5293
H 7.3058 -3.1432 -6.5526
H 5.6125 -3.6929 -6.5243
H 6.9318 -4.8799 -6.6462
H 7.1708 -2.2241 -0.7166
H 8.5692 -2.0369 -1.7964
H 8.3599 -3.5358 -0.8661
```

## Properties
HOMO energy ... -11.7 eV
Total charge ... +1
Orbital gap ... 6.66 eV
Strongest force on any atom ... 0.1060 Eh/bohr

This record from the OMol25 dataset describes the molecule C5H13N at a distorted geometry. The level of theory is ωB97M-V/def2-TZVPD.

```
19
Properties=species:S:1:pos:R:3
C 1.7317 -0.5930 0.8209
C 0.9669 -0.1115 -0.6582
C -0.3896 0.1297 -0.1425
C -1.1856 -1.0745 0.3157
C -0.6008 1.3601 0.7164
N -0.9401 0.5255 -1.7200
H 1.5553 0.0458 1.6819
H 2.7948 -0.5465 0.5941
H 1.4630 -1.6209 1.0479
H 1.0597 -0.9822 -1.3015
H 1.4912 0.7834 -0.9811
H -0.9655 -1.9480 -0.2954
H -2.2461 -0.8469 0.2331
H -0.9646 -1.3128 1.3555
H -0.4266 1.1356 1.7679
H -1.6298 1.6932 0.6016
H 0.0634 2.1700 0.4198
H -1.0903 -0.2430 -2.3657
H -0.6871 1.4361 -2.0905
```

## Properties
HOMO energy ... -7.9 eV
SMILES ... CCC(C)(C)N
Orbital gap ... 8.93 eV
Strongest force on any atom ... 0.1245 Eh/bohr